(1)
{"formula": "C39H20N9O4W", "method": "ωB97M-V/def2-TZVPD", "symbols": ["W", "C", "C", "C", "C", "C", "N", "C", "N", "C", "C", "C", "C", "C", "C", "C", "C", "N", "C", "N", "C", "N", "C", "N", "C", "N", "C", "C", "C", "C", "C", "C", "C", "C", "C", "C", "C", "C", "N", "C", "C", "H", "H", "H", "H", "H", "H", "H", "H", "H", "H", "H", "H", "H", "H", "H", "H", "O", "C", "C", "C", "C", "C", "C", "C", "O", "N", "O", "O", "H", "H", "H", "H"], "positions_angstrom": [[0.157, 0.415, 0.062], [4.328, -4.343, 0.745], [4.341, -4.318, -0.650], [3.778, -3.263, -1.357], [3.202, -2.237, -0.619], [2.525, -1.041, -1.023], [2.105, -0.302, 0.092], [2.514, -1.055, 1.208], [2.353, -0.676, 2.445], [1.566, 0.280, 2.852], [1.618, 0.949, 4.117], [2.472, 0.831, 5.209], [2.296, 1.721, 6.261], [1.264, 2.661, 6.257], [0.367, 2.754, 5.199], [0.571, 1.911, 4.113], [-0.075, 1.803, 2.838], [-1.080, 2.514, 2.413], [-1.435, 2.643, 1.163], [-0.602, 2.324, 0.069], [-1.324, 2.721, -1.066], [-0.922, 2.619, -2.305], [0.038, 1.850, -2.723], [0.595, 0.839, -1.917], [1.589, 0.243, -2.715], [2.369, -0.702, -2.273], [1.598, 0.809, -4.029], [2.337, 0.522, -5.173], [2.109, 1.305, -6.298], [1.153, 2.322, -6.298], [0.380, 2.595, -5.174], [0.620, 1.839, -4.033], [-2.588, 3.281, -0.700], [-3.637, 3.764, -1.473], [-4.788, 4.159, -0.805], [-4.879, 4.091, 0.585], [-3.825, 3.633, 1.368], [-2.672, 3.218, 0.711], [0.519, 0.794, 2.059], [3.191, -2.255, 0.796], [3.759, -3.317, 1.492], [4.770, -5.184, 1.257], [4.801, -5.134, -1.188], [3.795, -3.221, -2.434], [3.242, 0.076, 5.235], [2.967, 1.682, 7.107], [1.159, 3.328, 7.100], [-0.457, 3.451, 5.217], [3.054, -0.283, -5.183], [2.685, 1.125, -7.194], [1.012, 2.909, -7.194], [-0.379, 3.361, -5.189], [-3.545, 3.827, -2.545], [-5.632, 4.523, -1.371], [-5.797, 4.393, 1.065], [-3.908, 3.600, 2.442], [3.771, -3.347, 2.569], [-1.932, 0.221, -0.016], [-2.806, -0.720, -0.064], [-2.456, -2.084, -0.071], [-3.427, -3.111, -0.098], [-3.017, -4.420, -0.097], [-1.663, -4.774, -0.088], [-0.690, -3.790, -0.054], [-1.060, -2.444, -0.031], [-0.144, -1.465, 0.031], [-4.042, -5.499, -0.097], [-3.614, -6.616, -0.095], [-5.180, -5.126, -0.094], [-3.860, -0.424, -0.095], [-4.486, -2.884, -0.110], [-1.407, -5.827, -0.101], [0.360, -4.041, -0.040]], "forces_ev_per_angstrom": [[-0.3790, -1.3566, -0.0880], [0.0203, -0.0881, -0.2504], [0.0554, -0.1161, 0.2628], [-0.2391, 0.6254, 0.0884], [0.2602, -0.8192, 0.8468], [-0.2770, 0.9352, 0.2354], [0.8601, -0.5083, -0.0621], [-0.2934, 1.0566, -0.1603], [0.1292, -0.1340, 0.3904], [-0.2515, -0.1891, -1.1648], [-0.4135, 0.8629, 0.6558], [-0.1924, -0.1732, -0.5419], [-0.2170, 0.2021, 0.0958], [0.2292, -0.2220, 0.1115], [-0.1302, -0.2372, -0.6009], [0.9367, -0.2652, 0.7272], [-0.3437, -0.3083, -1.1693], [-0.0533, 0.0125, 0.3180], [1.0493, -0.0656, -0.0526], [-0.6267, 1.0084, -0.0489], [0.8353, -0.2120, 0.2249], [0.0292, 0.0916, -0.4967], [-0.4301, -0.3839, 1.2658], [-0.1135, 0.3053, -0.8009], [-0.2591, -0.0926, 1.2767], [0.1622, -0.1567, -0.5592], [-0.3938, 0.8124, -0.7246], [-0.1581, -0.0772, 0.5636], [-0.1489, 0.2224, -0.0730], [0.2104, -0.2096, -0.0726], [-0.0697, -0.1746, 0.6040], [0.9063, -0.3329, -0.7811], [-0.7885, 0.1296, 0.8313], [0.5693, -0.1503, 0.1159], [-0.1129, 0.0308, 0.2154], [-0.0582, 0.0211, -0.2199], [0.5535, -0.1494, -0.0006], [-0.7475, 0.1529, -0.9043], [-0.1321, 0.3152, 0.7974], [0.2405, -0.8005, -0.8587], [-0.2237, 0.5742, -0.0305], [0.0604, -0.0611, 0.0413], [0.0271, -0.0526, -0.0270], [0.0164, -0.0561, -0.1271], [0.1394, -0.0311, -0.0101], [0.0201, -0.0244, 0.0488], [-0.0252, 0.0284, 0.0617], [-0.0115, 0.1273, -0.0188], [0.1331, -0.0553, -0.0076], [0.0024, -0.0254, -0.0399], [-0.0318, 0.0154, -0.0496], [-0.0347, 0.1112, 0.0091], [-0.0535, 0.0071, -0.1375], [-0.0596, 0.0439, -0.0328], [-0.0687, 0.0697, 0.0465], [0.0083, -0.0171, 0.1449], [-0.0189, 0.0224, 0.1380], [-1.3409, -0.8261, -0.0872], [1.1592, 0.6621, 0.1033], [0.9229, -0.5156, 0.0730], [0.1062, -0.0462, -0.0042], [0.2399, 0.4528, 0.0037], [-0.1178, 0.2028, 0.0101], [0.1159, 0.3272, 0.0296], [-1.1851, 0.4221, -0.0376], [-0.1428, -0.9435, -0.0774], [0.7497, 0.9285, -0.0052], [-0.0150, -0.8989, -0.0080], [-0.8495, -0.0924, -0.0085], [0.1797, 0.0654, -0.0048], [-0.0058, 0.0048, -0.0099], [0.0262, 0.0892, 0.0058], [0.0592, -0.0704, 0.0113]], "lowdin_charge": [1.81, 0.00, 0.00, 0.05, -0.10, -0.21, -0.02, -0.20, 0.26, -0.18, -0.08, 0.05, 0.01, 0.01, 0.05, -0.08, -0.19, 0.26, -0.21, -0.04, -0.22, 0.26, -0.19, 0.00, -0.19, 0.25, -0.08, 0.05, 0.01, 0.01, 0.05, -0.08, -0.10, 0.05, 0.00, 0.00, 0.05, -0.09, 0.00, -0.09, 0.05, 0.13, 0.13, 0.13, 0.13, 0.13, 0.13, 0.13, 0.13, 0.13, 0.13, 0.13, 0.13, 0.13, 0.13, 0.13, 0.13, -0.16, -0.03, -0.09, 0.10, -0.09, 0.08, 0.05, -0.22, -0.20, -0.36, 0.14, 0.13, 0.17, 0.15, 0.14, 0.13], "fmax_ha_per_bohr": 0.0307, "gap_ev": 5.2308, "de_lowest_kj_mol": 37.50, "total_charge": 3}

---

(2)
{"formula": "C39H24BINO7S", "method": "ωB97M-V/def2-TZVPD", "symbols": ["C", "C", "C", "C", "C", "C", "N", "C", "C", "O", "B", "O", "O", "C", "C", "S", "C", "I", "H", "H", "H", "H", "H", "H", "H", "H", "C", "C", "C", "C", "C", "C", "C", "O", "C", "C", "C", "C", "C", "C", "C", "O", "H", "H", "H", "H", "H", "H", "H", "H", "C", "C", "C", "C", "C", "C", "C", "O", "C", "C", "C", "C", "C", "C", "C", "O", "H", "H", "H", "H", "H", "H", "H", "H"], "positions_angstrom": [[0.142, -5.281, 3.555], [-0.792, -4.849, 2.923], [-2.102, -4.269, 2.553], [-3.263, -5.057, 2.468], [-4.521, -4.432, 2.102], [-5.719, -5.224, 2.007], [-6.896, -4.679, 1.690], [-7.017, -3.331, 1.463], [-5.932, -2.440, 1.534], [-6.215, -1.122, 1.310], [-6.622, -0.485, 2.529], [-6.562, 0.879, 2.644], [-7.133, -1.183, 3.628], [-4.623, -2.999, 1.856], [-3.436, -2.170, 1.937], [-3.377, -0.399, 1.639], [-2.203, -2.838, 2.264], [-0.379, -1.708, 2.345], [0.919, -5.620, 4.241], [-3.227, -6.142, 2.664], [-5.618, -6.301, 2.206], [-7.729, -5.261, 1.623], [-8.029, -2.958, 1.222], [-6.066, 1.269, 1.907], [-6.428, -1.638, 4.110], [-2.674, 0.060, 2.727], [-2.410, -1.904, -2.863], [-1.938, -1.461, -1.630], [-0.604, -1.115, -1.481], [0.265, -1.222, -2.560], [-0.202, -1.688, -3.788], [-1.544, -2.018, -3.940], [0.729, -1.854, -4.937], [0.322, -2.256, -6.007], [2.165, -1.525, -4.745], [3.060, -1.727, -5.790], [4.400, -1.411, -5.626], [4.851, -0.884, -4.419], [3.964, -0.685, -3.372], [2.622, -1.014, -3.528], [1.689, -0.830, -2.389], [2.079, -0.374, -1.331], [-3.455, -2.165, -2.982], [-2.612, -1.384, -0.787], [-0.240, -0.766, -0.523], [-1.913, -2.368, -4.896], [2.713, -2.134, -6.731], [5.096, -1.574, -6.439], [5.897, -0.631, -4.295], [4.320, -0.279, -2.434], [4.010, 8.332, 0.585], [5.336, 7.911, 0.524], [5.643, 6.565, 0.641], [4.628, 5.634, 0.830], [3.300, 6.059, 0.914], [2.995, 7.410, 0.780], [2.208, 5.084, 1.165], [1.052, 5.451, 1.235], [2.557, 3.650, 1.337], [1.554, 2.732, 1.629], [1.866, 1.391, 1.778], [3.180, 0.957, 1.628], [4.183, 1.868, 1.344], [3.877, 3.218, 1.206], [4.967, 4.192, 0.935], [6.115, 3.814, 0.808], [3.771, 9.384, 0.484], [6.129, 8.635, 0.384], [6.675, 6.240, 0.588], [1.966, 7.742, 0.831], [0.530, 3.064, 1.743], [1.082, 0.679, 2.010], [3.420, -0.094, 1.738], [5.205, 1.528, 1.232]], "forces_ev_per_angstrom": [[-0.1712, 0.0649, 0.2571], [-1.2027, 0.2566, 0.6031], [-0.1371, -0.0929, -0.4362], [0.1503, 1.0500, -0.2452], [-0.5738, 0.1152, -0.0039], [1.3564, 0.2277, 0.1874], [1.1309, 0.4125, 0.1538], [0.1886, 1.0670, -0.2400], [-1.0758, -2.3527, -0.2398], [0.3152, -0.7427, 1.4074], [-0.3654, 1.3157, 0.7600], [0.3268, -1.0592, -0.8477], [0.8785, -0.0352, -0.9229], [0.2177, 0.9185, -0.2018], [1.8550, -1.3394, 0.9876], [-0.4972, -0.0046, 0.2722], [-0.5744, 0.3123, -0.2172], [-0.9310, -0.8554, 0.0791], [-0.4472, 0.1853, -0.8632], [0.0130, 0.7334, -0.1417], [-0.5290, 0.5890, -0.2161], [0.2429, 0.1155, 0.0348], [0.7749, -0.3056, 0.2084], [-0.3021, 0.0956, 0.1572], [-0.4020, 0.0169, 0.1044], [-0.2935, -0.7461, -0.4736], [0.0893, 0.0011, 0.0464], [0.0785, -0.0820, -0.1767], [-0.2259, 0.0069, 0.1478], [-0.0840, -0.0659, -0.1070], [-0.0496, 0.0419, 0.1756], [-0.2160, -0.0488, 0.0407], [-0.0587, -0.1566, -0.5227], [-0.0291, 0.0127, 0.0997], [0.1031, 0.0441, 0.1377], [0.1617, -0.0143, -0.1263], [-0.0516, 0.0280, 0.0841], [-0.0730, -0.0288, -0.0297], [0.1935, 0.0153, -0.0210], [-0.0154, -0.0418, -0.1418], [0.2978, 0.2247, 0.4203], [-0.0862, -0.0899, -0.0122], [0.0369, 0.0186, -0.0198], [0.0267, 0.0366, -0.0409], [0.1034, 0.0558, -0.1860], [0.1685, 0.0232, -0.0137], [-0.1286, 0.0328, 0.0973], [-0.0351, 0.0110, 0.0275], [-0.0446, -0.0059, -0.0017], [-0.1529, -0.0292, 0.0089], [0.0345, -0.0724, 0.0084], [-0.0801, -0.0503, 0.0040], [0.1144, 0.1715, -0.0323], [-0.1492, 0.1003, 0.0259], [0.1588, -0.0071, -0.0192], [0.0151, 0.1937, -0.0147], [-0.4703, 0.2414, 0.0122], [0.0530, -0.0690, 0.0053], [0.1423, -0.1168, 0.0104], [-0.1803, -0.2258, 0.0586], [0.1823, 0.0938, -0.0357], [-0.0454, 0.0388, 0.0217], [-0.0250, -0.2023, 0.0471], [-0.1821, -0.0515, 0.0213], [0.5346, -0.0784, -0.0634], [-0.0885, -0.0192, 0.0130], [0.0050, -0.0433, 0.0051], [-0.0294, -0.0329, -0.0025], [-0.0987, -0.1301, 0.0041], [0.0083, -0.1557, 0.0339], [0.0985, 0.1517, -0.0582], [0.0434, 0.1237, -0.0417], [0.0050, 0.0399, -0.0435], [-0.0032, 0.1681, -0.0095]], "lowdin_charge": [0.15, -0.15, -0.25, 0.05, -0.09, 0.04, 0.11, 0.06, -0.19, 0.11, -0.75, 0.21, 0.18, -0.06, -0.51, 0.82, -0.54, 1.10, 0.07, 0.14, 0.16, 0.19, 0.17, 0.11, 0.12, -0.10, -0.06, -0.07, -0.02, -0.07, -0.08, 0.00, -0.28, 0.11, -0.08, 0.00, -0.05, -0.05, 0.00, -0.08, -0.27, 0.10, 0.11, 0.05, 0.05, 0.12, 0.12, 0.11, 0.11, 0.12, -0.05, -0.05, 0.00, -0.08, -0.08, 0.00, -0.28, 0.10, -0.08, 0.00, -0.08, -0.06, 0.01, -0.08, -0.28, 0.11, 0.11, 0.11, 0.12, 0.12, 0.12, 0.01, 0.11, 0.12], "fmax_ha_per_bohr": 0.0505, "gap_ev": 6.1600, "total_charge": 1}

---

(3)
{"formula": "C39H25Br3ClF4NO5PV", "method": "ωB97M-V/def2-TZVPD", "symbols": ["V", "F", "C", "C", "F", "C", "F", "C", "P", "C", "C", "C", "C", "C", "C", "C", "C", "C", "C", "C", "C", "C", "Br", "C", "F", "H", "H", "H", "H", "H", "H", "H", "H", "H", "H", "Br", "C", "C", "C", "C", "C", "C", "H", "H", "H", "H", "Br", "C", "C", "N", "C", "C", "C", "C", "O", "O", "H", "H", "H", "C", "C", "C", "C", "Cl", "C", "C", "C", "O", "C", "C", "O", "O", "H", "H", "H", "H", "H", "H", "H", "H"], "positions_angstrom": [[-0.437, 0.199, -0.460], [6.929, 0.676, 2.707], [5.616, 0.492, 2.585], [4.734, 0.928, 3.595], [5.209, 1.539, 4.680], [3.338, 0.758, 3.475], [2.563, 1.162, 4.521], [2.799, 0.218, 2.325], [0.925, -0.029, 2.005], [0.706, -1.255, 3.340], [1.087, -2.584, 3.030], [0.844, -3.644, 3.899], [0.311, -3.399, 5.155], [0.061, -2.071, 5.547], [0.243, -1.006, 4.645], [0.170, 1.482, 2.683], [-1.143, 1.528, 3.205], [-1.700, 2.704, 3.650], [-0.947, 3.883, 3.588], [0.327, 3.867, 3.029], [0.894, 2.677, 2.565], [3.660, -0.279, 1.379], [2.949, -1.243, -0.091], [5.044, -0.134, 1.482], [5.811, -0.650, 0.476], [1.593, -2.731, 2.076], [1.113, -4.632, 3.583], [0.191, -4.254, 5.820], [-0.268, -1.845, 6.539], [0.042, 0.005, 5.018], [-1.685, 0.593, 3.252], [-2.713, 2.673, 4.032], [-1.384, 4.814, 3.956], [0.923, 4.747, 2.859], [1.894, 2.660, 2.104], [-1.113, -6.292, -2.054], [-0.707, -4.510, -1.640], [-0.219, -3.633, -2.592], [0.031, -2.294, -2.228], [-0.239, -1.778, -0.983], [-0.632, -2.713, -0.031], [-0.882, -4.056, -0.321], [-0.008, -3.903, -3.614], [0.355, -1.647, -3.040], [-0.804, -2.489, 1.018], [-1.147, -4.740, 0.491], [-7.277, 3.773, 0.665], [-6.252, 2.147, 0.510], [-7.066, 0.967, 0.659], [-6.541, -0.260, 0.732], [-5.183, -0.228, 0.684], [-4.287, 0.889, 0.548], [-4.861, 2.139, 0.442], [-2.846, 0.736, 0.279], [-2.186, 1.584, -0.412], [-2.326, -0.381, 0.686], [-8.148, 1.035, 0.738], [-4.660, -1.195, 0.653], [-4.258, 3.045, 0.343], [-0.340, 2.105, -6.555], [0.344, 0.845, -6.111], [0.186, -0.403, -6.693], [1.062, -1.457, -6.352], [0.766, -3.038, -6.939], [2.194, -1.227, -5.503], [2.311, 0.023, -4.883], [1.358, 1.018, -5.111], [1.356, 2.210, -4.434], [1.763, 2.240, -3.092], [0.893, 1.411, -2.058], [0.037, 0.577, -2.473], [1.094, 1.602, -0.833], [-1.260, 1.867, -7.106], [0.331, 2.669, -7.232], [-0.543, 2.736, -5.676], [-0.620, -0.593, -7.392], [2.919, -2.008, -5.362], [3.103, 0.185, -4.172], [1.786, 3.296, -2.807], [2.825, 1.901, -3.005]], "forces_ev_per_angstrom": [[-0.5676, -0.3081, 0.6586], [-0.7484, -0.1602, -0.1067], [-0.5618, 0.1724, 0.3668], [-0.3281, 0.0440, 0.0067], [-0.0511, -0.3202, -0.4144], [0.5683, 0.6204, 0.9996], [0.7559, -0.3300, -1.1410], [-1.8000, -0.1249, -0.5429], [0.4379, 0.6890, 1.5840], [-0.2105, -1.4139, 0.2745], [-0.3483, 0.6970, -0.2035], [0.2704, 0.9004, -0.3520], [0.1610, 0.4487, 0.1992], [0.3960, -0.2831, -1.1377], [-0.1971, -0.1387, 0.2055], [0.0425, 0.8012, -0.1272], [0.8796, -0.8733, -0.5292], [0.3006, 0.2635, -0.0255], [-0.2515, 0.1249, -0.0172], [0.2666, -0.5081, -0.4311], [-0.3341, -0.2712, -0.0177], [0.8534, -0.0953, -0.6973], [0.4824, 0.0716, -0.1008], [0.3756, -0.7626, -1.1007], [-0.5150, 0.7197, 1.2901], [-0.2713, -0.3540, 0.0884], [0.0867, -0.4132, 0.0177], [-0.2062, 0.4388, 0.0373], [-0.1688, 0.0279, 0.4192], [0.0236, -0.3839, -0.3776], [-0.2613, 0.0221, 0.0728], [0.0988, 0.2343, 0.0837], [0.2185, -0.2661, -0.1766], [-0.1649, 0.4178, 0.3449], [-0.5672, 0.2234, 0.2997], [0.0465, 0.0284, -0.0818], [0.0061, 0.1984, 0.6660], [0.3462, 1.0204, 0.4264], [-0.1241, -0.0674, -1.9140], [-0.3917, 0.3506, 0.3873], [-0.6926, -0.9666, 1.5030], [0.5035, 0.3162, -0.3843], [-0.1035, -0.2884, -0.0650], [0.0424, -0.0281, 0.1307], [0.0215, 0.4651, -0.1662], [-0.0628, 0.2837, -0.4322], [0.6355, -0.3794, -0.2805], [-1.5389, -0.1079, 0.6957], [1.2917, 0.7206, -0.0797], [2.0528, 1.4732, -0.1287], [1.3724, -0.8388, -0.3920], [-1.6672, -0.5521, -0.3886], [-1.2138, 0.4890, 0.1157], [-0.4992, -1.5779, 0.2382], [1.0208, -1.7815, 0.5645], [2.0498, 1.9239, -1.4309], [0.1714, 0.2091, -0.0969], [-0.5502, 0.2535, 0.2372], [-0.3573, -0.2495, -0.0293], [-0.4791, -0.1222, -0.1066], [1.4587, 0.6965, 0.8166], [0.6920, -0.5643, 0.5358], [1.0955, 1.3762, 1.1397], [-0.0271, -0.4321, -0.2743], [-1.9296, 0.3682, -1.1350], [-0.7582, -0.1101, -0.0908], [-0.3196, -1.4493, -0.8165], [-0.3304, 0.2771, 0.4388], [0.6322, -0.6153, 0.3220], [1.2526, 1.4070, -2.8106], [-0.3626, -0.1163, 1.7475], [-1.0802, -1.0915, 1.0570], [0.2047, 0.2446, 0.2176], [-0.3125, -0.2362, 0.3320], [-0.1465, -0.1443, -0.5156], [0.0774, 0.0775, -0.0254], [0.0870, -0.1534, 0.1597], [0.2432, 0.0041, 0.0307], [-0.3006, -0.2466, 0.1639], [-0.7208, 0.0254, 0.2695]], "lowdin_charge": [1.14, 0.15, -0.11, -0.10, 0.14, -0.18, 0.10, -0.28, 1.11, -0.34, -0.10, -0.07, -0.05, -0.04, -0.07, -0.38, -0.11, -0.06, -0.05, -0.05, -0.09, -0.56, 0.92, -0.20, 0.06, 0.07, 0.11, 0.12, 0.10, 0.11, 0.11, 0.12, 0.12, 0.11, 0.12, 0.81, -0.68, -0.08, -0.08, -0.24, -0.12, -0.09, 0.11, 0.10, 0.09, 0.12, 0.73, -0.60, -0.16, 0.09, -0.04, -0.12, -0.05, -0.54, -0.01, -0.06, 0.10, 0.12, 0.13, -0.03, -0.19, -0.05, -0.68, 0.68, -0.09, -0.02, -0.23, -0.04, -0.05, -0.53, -0.01, -0.05, 0.09, 0.10, 0.08, 0.12, 0.10, 0.11, 0.15, 0.14], "spin_multiplicity": 2, "fmax_ha_per_bohr": 0.0658, "gap_ev": [4.1097, 5.6149], "de_lowest_kj_mol": 0.00, "s_squared": 0.911, "total_charge": 1}